This record from the Open Molecules 2025 dataset describes C30H34N10S4SiTb as an isolated structure at a distorted geometry. The level of theory is the ωB97M-V functional and the def2-TZVPD basis.

Atoms and positions in Å:
Tb1 0.03 -0.74 0.75
C1 2.21 -3.27 -0.97
C2 2.44 -1.94 -0.26
N1 1.93 -1.88 1.04
N2 2.86 -1.79 2.08
C3 2.62 -0.95 3.01
N3 3.49 -0.92 4.10
S1 1.37 0.29 3.04
C4 1.58 -0.75 -2.48
C5 2.47 -0.35 -3.57
C6 2.05 0.27 -4.68
C7 0.71 0.73 -4.75
C8 -0.15 0.51 -3.74
N4 0.14 -0.28 -2.62
H1 1.15 -3.49 -1.01
H2 2.73 -4.05 -0.41
H3 2.59 -3.25 -2.00
H4 3.94 -1.80 4.29
H5 3.07 -0.48 4.91
H6 3.51 -0.62 -3.44
H7 2.72 0.48 -5.50
H8 0.38 1.31 -5.60
H9 -1.16 0.90 -3.74
C9 -5.39 1.73 -1.31
S2 -4.49 0.20 -1.75
C10 -2.87 0.52 -1.14
S3 -2.71 0.99 0.62
N5 -1.91 0.12 -1.85
N6 -0.65 0.07 -1.46
C11 0.45 -1.70 -2.73
C12 2.20 -0.65 -1.11
C13 3.64 -1.17 -0.79
C14 4.45 -0.27 0.02
C15 3.87 0.74 0.71
C16 2.50 1.04 0.50
N7 1.77 0.51 -0.47
H10 -6.45 1.48 -1.33
H11 -5.18 2.51 -2.04
H12 -5.07 2.02 -0.31
H13 0.37 -2.01 -3.79
H14 4.18 -1.69 -1.57
H15 5.52 -0.41 -0.01
H16 4.44 1.38 1.37
H17 2.09 1.92 0.96
C17 -2.92 3.95 -0.98
Si1 -2.07 3.07 0.49
C18 -2.78 3.79 2.10
C19 -0.23 3.43 0.27
C20 0.50 4.09 1.26
C21 1.79 4.52 1.02
C22 2.39 4.29 -0.21
C23 1.69 3.61 -1.19
C24 0.40 3.18 -0.95
H18 -2.44 4.91 -1.17
H19 -3.97 4.14 -0.79
H20 -2.85 3.36 -1.89
H21 -2.61 4.86 2.17
H22 -2.33 3.32 2.96
H23 -3.85 3.61 2.15
H24 0.04 4.26 2.22
H25 2.34 5.03 1.80
H26 3.39 4.65 -0.40
H27 2.16 3.40 -2.14
H28 -0.14 2.66 -1.73
S4 -2.94 -2.42 4.51
C25 -2.12 -1.75 3.33
N8 -1.53 -1.28 2.42
N9 -3.04 -5.64 3.16
C26 -2.33 -4.89 2.27
C27 -2.95 -4.20 1.22
C28 -2.19 -3.43 0.37
N10 -0.86 -3.30 0.47
C29 -0.26 -4.03 1.43
C30 -0.93 -4.83 2.32
H29 -4.00 -5.37 3.28
H30 -2.55 -5.82 4.03
H31 -4.03 -4.23 1.12
H32 -2.66 -2.88 -0.43
H33 0.82 -3.93 1.48
H34 -0.40 -5.37 3.08

Output
Spin multiplicity: 7
DFT total energy (Ha): -4417.7676
⟨S²⟩: 12.61
Total charge: -1
Strongest force on any atom (eV/Å): 1.88